# 1
Entry from the OMol25 dataset: the molecule C3H4 (the ωB97M-V functional and the def2-TZVPD basis).

Summary:
E_LUMO ... -0.22 eV
HOMO energy ... -10.271 eV
HOMO-LUMO gap ... 10.05 eV
Energy above the lowest of the compared OMol25 structures with the same formula, charge and spin ... 57.3 kcal per mole
E_tot ... -3171.3663 eV

Geometry (Å):
C -0.028 -0.068 0.631
C 1.032 -0.041 -1.583
C 0.074 0.223 -0.793
H -0.811 0.411 1.199
H -0.890 0.302 -1.400
H -0.269 -1.162 0.688
H 0.891 0.334 1.258

# 2
Entry from the OMol25 dataset: a cluster of 20 separate species, C3H46B2O24 in total (the ωB97M-V functional and the def2-TZVPD basis).

Summary:
E_LUMO ... -0.19 eV
HOMO energy ... -9.960 eV
HOMO-LUMO gap ... 9.77 eV
E_tot ... -54353.8053 eV

Geometry (Å):
C -0.327 0.086 1.826
B -0.762 0.797 0.511
O -0.087 0.491 -0.664
C -1.932 1.856 0.363
O -2.811 1.920 1.514
C -4.132 1.674 1.227
O -4.963 2.549 1.224
B -4.509 0.122 1.011
O -4.464 -0.692 2.100
O -4.839 -0.319 -0.259
H 0.455 0.618 2.355
H -1.173 -0.052 2.492
H 0.058 -0.883 1.550
H -0.697 0.195 -1.341
H -2.477 1.640 -0.559
H -1.481 2.833 0.237
H -3.546 -0.735 2.404
H -4.019 -0.619 -0.656
O -0.417 4.135 1.900
H -0.523 5.091 1.824
H -1.316 3.806 2.020
O 1.855 -1.836 2.649
H 2.250 -2.554 3.154
H 2.614 -1.389 2.257
O -6.627 1.839 -1.442
H -6.024 2.526 -1.145
H -6.539 1.151 -0.779
O 2.754 -4.349 1.346
H 2.287 -4.023 0.570
H 2.483 -5.274 1.426
O -9.127 2.899 -3.434
H -8.671 2.197 -2.956
H -8.431 3.305 -3.956
O 1.609 2.442 -2.666
H 2.060 3.024 -2.045
H 1.379 1.669 -2.132
O 1.655 -0.497 -2.791
H 1.692 -1.162 -3.488
H 2.247 0.198 -3.103
O 3.447 -2.749 -3.570
H 4.262 -2.277 -3.379
H 3.694 -3.677 -3.504
O 4.175 3.778 -2.165
H 4.185 3.124 -2.871
H 4.764 4.477 -2.466
O -2.562 -2.330 3.583
H -3.281 -2.973 3.543
H -2.688 -1.890 4.433
O 2.303 -1.114 -5.823
H 1.801 -1.546 -6.520
H 2.998 -1.745 -5.594
O 1.667 -6.464 2.969
H 1.492 -7.255 3.487
H 1.129 -5.782 3.382
O -0.847 -1.855 5.791
H 0.035 -1.707 6.144
H -0.703 -2.085 4.864
O 4.879 -0.213 -7.921
H 4.299 -0.511 -7.212
H 4.289 -0.088 -8.669
O 2.448 4.969 -0.059
H 3.169 4.878 0.570
H 2.864 4.795 -0.914
O 3.004 -0.179 -0.011
H 2.037 -0.184 -0.017
H 3.218 -0.570 -0.864
O -3.539 -4.477 5.481
H -3.003 -3.762 5.844
H -3.445 -5.187 6.121
O 4.686 -3.597 -0.974
H 5.163 -2.874 -0.555
H 4.649 -4.275 -0.290
O 0.954 6.961 1.708
H 1.825 7.051 2.101
H 1.128 6.657 0.808

# 3
Entry from the OMol25 dataset: a structure of composition C3H4AgO2 (the ωB97M-V functional and the def2-TZVPD basis).

Summary:
2S+1 ... 2
E_LUMO (alpha / beta) ... -1.28 / -1.82 eV
HOMO energy (alpha / beta) ... -7.462 / -9.668 eV
HOMO-LUMO gap (alpha / beta) ... 6.18 / 7.85 eV
Energy above the lowest of the compared OMol25 structures with the same formula, charge and spin ... 5.2 kcal per mole
E_tot ... -11266.0891 eV

Geometry (Å):
C 1.024 -0.730 0.063
C 0.544 -2.005 0.201
H 1.525 -0.463 -0.874
H 1.550 -0.278 0.910
H 0.218 -2.581 -0.667
H 0.240 -2.390 1.176
C -0.680 1.376 -0.142
O -0.175 2.514 -0.184
O -1.897 1.110 -0.139
Ag -2.350 3.447 -0.344

# 4
Entry from the OMol25 dataset: a structure of composition C3H4AgO3 (the ωB97M-V functional and the def2-TZVPD basis).

Summary:
Charge ... +1
E_LUMO ... -5.77 eV
HOMO energy ... -14.979 eV
HOMO-LUMO gap ... 9.21 eV
Energy above the lowest of the compared OMol25 structures with the same formula, charge and spin ... 16.9 kcal per mole
E_tot ... -13309.2675 eV

Geometry (Å):
H -0.092 1.891 -2.181
O -0.508 0.885 -0.372
Ag -1.697 -1.442 2.041
C 0.195 1.899 -1.067
C 1.571 1.294 -1.336
H 0.211 2.821 -0.478
H 2.348 1.709 -0.684
H 1.916 1.350 -2.372
O -0.088 -1.155 0.489
C 0.236 -0.308 -0.311
O 1.402 -0.159 -0.868

# 5
Entry from the OMol25 dataset: the molecule C3H4BBrN2 (the ωB97M-V functional and the def2-TZVPD basis).

Summary:
E_LUMO (alpha / beta) ... -0.90 / -0.90 eV
HOMO energy (alpha / beta) ... -8.466 / -8.467 eV
HOMO-LUMO gap (alpha / beta) ... 7.56 / 7.56 eV
Energy above the lowest of the compared OMol25 structures with the same formula, charge and spin ... 64.8 kcal per mole
E_tot ... -76871.4551 eV

Geometry (Å):
B -1.349 -1.808 0.008
C 0.278 1.400 -0.204
C -1.027 0.803 -0.113
C 2.397 0.550 0.697
N 1.346 0.848 0.166
N -1.252 -0.486 -0.030
Br 3.764 -0.365 -0.156
H -1.207 -2.193 1.150
H -1.375 -2.436 -0.996
H 0.473 2.346 -0.571
H -2.049 1.342 0.049

# 6
Entry from the OMol25 dataset: a structure of composition C3H4BF3O3 (the ωB97M-V functional and the def2-TZVPD basis).

Summary:
E_LUMO ... -0.13 eV
HOMO energy ... -8.860 eV
HOMO-LUMO gap ... 8.73 eV
Energy above the lowest of the compared OMol25 structures with the same formula, charge and spin ... 87.2 kcal per mole
E_tot ... -18146.3608 eV

Geometry (Å):
B -1.241 0.301 -0.149
C 1.523 -0.156 2.538
C 2.551 0.273 1.554
C 0.267 -0.549 2.708
O 0.571 -1.721 2.408
O -2.554 0.201 -0.209
O -0.692 1.531 -0.214
F 3.712 -0.437 1.494
F -0.498 -0.712 0.305
F -0.788 -0.240 3.386
H 2.801 1.257 1.798
H 2.195 0.333 0.501
H -3.080 1.047 -0.465
H -1.016 2.251 0.277

# 7
Entry from the OMol25 dataset: a structure of composition C3H4BF5NO7S3Tb (the ωB97M-V functional and the def2-TZVPD basis).

Summary:
Charge ... +2
2S+1 ... 7
E_LUMO (alpha / beta) ... -9.26 / -10.42 eV
HOMO energy (alpha / beta) ... -16.787 / -16.899 eV
HOMO-LUMO gap (alpha / beta) ... 7.53 / 6.48 eV
E_tot ... -88181.4359 eV

Geometry (Å):
C -1.693 -0.204 -3.699
B -0.204 -0.408 -3.449
O 0.812 -0.604 -4.225
S 0.347 -0.378 -1.460
O -0.684 -1.027 -0.683
O 1.682 -0.891 -1.445
N 0.313 1.221 -1.205
S -0.327 1.864 0.047
O 0.255 3.137 0.266
O -1.679 1.574 0.338
S 0.799 0.910 1.787
O 2.073 0.435 1.365
O 0.819 2.018 2.804
C -0.142 -0.465 2.744
F -1.352 -0.575 2.271
F -0.210 -0.003 4.014
C 0.634 -1.818 2.766
F 1.782 -1.622 3.417
F -0.122 -2.699 3.422
F 0.865 -2.227 1.516
H -2.274 -1.035 -3.300
H -1.820 -0.133 -4.779
H -2.068 0.707 -3.236
H 1.617 -1.037 -3.905
Tb 0.577 3.260 4.631

# 8
Entry from the OMol25 dataset: a structure of composition C3H4Br2I2 (the ωB97M-V functional and the def2-TZVPD basis).

Summary:
E_LUMO ... -0.15 eV
HOMO energy ... -9.391 eV
HOMO-LUMO gap ... 9.24 eV
Energy above the lowest of the compared OMol25 structures with the same formula, charge and spin ... 31.0 kcal per mole
E_tot ... -159460.3087 eV

Geometry (Å):
C -1.415 -0.625 -1.759
C 1.950 0.451 1.367
C -1.768 -0.159 -0.603
Br 3.449 1.527 1.463
Br 1.763 -0.447 -0.350
I -3.110 1.494 -0.493
I -1.379 -1.039 1.236
H -0.881 -1.647 -1.746
H -1.769 -0.277 -2.607
H 1.054 1.091 1.476
H 2.106 -0.369 2.017

# 9
Entry from the OMol25 dataset: a cluster of 2 separate species, C3H4Br2O in total (the ωB97M-V functional and the def2-TZVPD basis).

Summary:
SMILES ... CC(Br)=C=O.Br
E_LUMO ... -0.53 eV
HOMO energy ... -8.952 eV
HOMO-LUMO gap ... 8.42 eV
Energy above the lowest of the compared OMol25 structures with the same formula, charge and spin ... 16.3 kcal per mole
E_tot ... -145306.5752 eV

Geometry (Å):
C 1.071 -0.752 0.809
C 0.299 -0.659 -0.390
Br -1.493 -1.405 -0.025
C 0.485 0.255 -1.324
O 0.591 0.911 -2.257
H 0.496 -0.134 1.507
H 2.129 -0.353 0.736
H 0.988 -1.743 1.251
Br -2.306 2.462 0.365
H -2.260 1.418 -0.672

# 10
Entry from the OMol25 dataset: a structure of composition C3H4Br2O2 (the ωB97M-V functional and the def2-TZVPD basis).

Summary:
E_LUMO ... 0.33 eV
HOMO energy ... -10.615 eV
HOMO-LUMO gap ... 10.94 eV
Energy above the lowest of the compared OMol25 structures with the same formula, charge and spin ... 0.0 kcal per mole
E_tot ... -147354.9168 eV

Geometry (Å):
C 0.452 -0.052 0.464
C -0.732 -0.432 -0.328
C 2.944 -0.011 0.390
O 0.503 0.120 1.653
O 1.572 -0.003 -0.312
Br 4.023 1.582 -0.013
Br 3.787 -1.591 -0.205
H -1.605 0.228 -0.080
H -0.238 -0.492 -1.248
H -1.001 -1.376 0.021
H 2.637 0.086 1.372

# 11
Entry from the OMol25 dataset: the molecule C3H4BrClN2 (the ωB97M-V functional and the def2-TZVPD basis).

Summary:
SMILES ... [H]/N=C(\Cl)[C@H](Br)/C=N/[H]
E_LUMO ... 0.05 eV
HOMO energy ... -10.556 eV
HOMO-LUMO gap ... 10.61 eV
Energy above the lowest of the compared OMol25 structures with the same formula, charge and spin ... 0.0 kcal per mole
E_tot ... -88719.7669 eV

Geometry (Å):
H -0.254 -2.368 -1.443
N -0.318 -1.369 -1.064
C -1.118 -1.138 -0.117
Cl -2.286 -2.319 0.536
C -1.164 0.200 0.504
Br -2.681 1.276 -0.137
C 0.243 0.707 0.184
N 1.122 0.557 1.084
H 1.910 0.965 0.606
H -1.180 0.059 1.535
H 0.490 1.138 -0.805

# 12
Entry from the OMol25 dataset: the molecule C3H4BrF (the ωB97M-V functional and the def2-TZVPD basis).

Summary:
SMILES ... FC1(Br)CC1
E_LUMO ... -0.33 eV
HOMO energy ... -10.071 eV
HOMO-LUMO gap ... 9.74 eV
Energy above the lowest of the compared OMol25 structures with the same formula, charge and spin ... 27.7 kcal per mole
E_tot ... -75933.9110 eV

Geometry (Å):
F 1.582 -0.182 -1.188
C 0.518 -0.360 -0.424
Br 0.040 -2.620 -0.250
C 0.209 0.353 0.824
C -0.692 0.473 -0.396
H 0.832 1.192 1.102
H -0.147 -0.224 1.662
H -1.649 -0.026 -0.372
H -0.693 1.395 -0.959

Q: Among the records above, which one has the highest E_tot?
A: C3H4

Q: E_tot of number 4 (C3H4AgO3)?
A: -13309.2675 eV